1.
{"formula": "C36H31N6O8Ti", "method": "wB97M-V/def2-TZVPD", "elements": ["Ti", "C", "C", "O", "C", "C", "C", "N", "N", "C", "O", "C", "C", "C", "C", "C", "C", "H", "H", "H", "H", "H", "H", "H", "H", "H", "H", "H", "H", "O", "C", "O", "C", "O", "C", "C", "O", "O", "H", "H", "H", "H", "H", "C", "O", "C", "C", "C", "C", "C", "C", "C", "N", "C", "C", "N", "C", "C", "C", "C", "N", "C", "C", "N", "C", "C", "C", "C", "H", "H", "H", "H", "H", "H", "H", "H", "H", "H", "H", "H", "H", "H"], "xyz": [[-0.3167, -0.9950, 1.7610], [-0.6789, 2.7552, 3.8261], [-0.4866, 1.2673, 3.7244], [-0.2106, 0.8310, 2.5393], [-0.5678, 0.4722, 4.8401], [-0.2719, -0.9211, 4.8471], [-0.3390, -1.6731, 6.1418], [0.0647, -1.5330, 3.7454], [0.3823, -2.8866, 3.8620], [0.7978, -3.3115, 2.7101], [0.9469, -2.5346, 1.6699], [1.0935, -4.7586, 2.5474], [1.3956, -5.2562, 1.2849], [1.6419, -6.6107, 1.1077], [1.5910, -7.4745, 2.1910], [1.2908, -6.9802, 3.4553], [1.0412, -5.6302, 3.6340], [-1.1981, 3.1189, 2.9402], [0.2972, 3.2446, 3.8653], [-1.2349, 3.0324, 4.7203], [-0.8187, 0.9354, 5.7837], [-0.6360, -1.0125, 6.9537], [0.6239, -2.1287, 6.3715], [-1.0579, -2.4872, 6.0439], [1.4235, -4.5708, 0.4491], [1.8688, -6.9917, 0.1200], [1.7812, -8.5314, 2.0525], [1.2489, -7.6523, 4.3032], [0.8008, -5.2322, 4.6106], [-5.2400, 0.3324, 3.6118], [-4.1670, -0.4438, 3.3352], [-3.3093, -0.1046, 2.5687], [-4.2805, -1.7432, 4.1096], [-3.1293, -2.5252, 4.1176], [-3.1242, -3.5692, 3.1541], [-2.7511, -3.0904, 1.7492], [-3.3568, -3.4843, 0.7682], [-1.7705, -2.2582, 1.7552], [-5.1410, 1.1346, 3.0805], [-5.1416, -2.2769, 3.6882], [-4.5433, -1.4801, 5.1373], [-4.0913, -4.0775, 3.1283], [-2.3520, -4.2723, 3.4708], [3.0326, 6.8415, -9.1299], [1.8925, 6.0118, -8.9952], [1.7537, 5.3142, -7.8420], [0.6284, 4.4910, -7.7609], [0.3991, 3.7412, -6.6304], [1.2854, 3.7910, -5.5505], [2.3938, 4.6200, -5.6370], [2.6396, 5.3814, -6.7733], [1.0108, 2.9769, -4.3637], [-0.1565, 2.4712, -4.0445], [0.0555, 1.7878, -2.8736], [1.3690, 1.8798, -2.4821], [1.9758, 2.6478, -3.4484], [1.8888, 1.2529, -1.3072], [3.2152, 1.2755, -0.8623], [3.5485, 0.5969, 0.2862], [2.5576, -0.0922, 0.9863], [1.2984, -0.1113, 0.5867], [0.9568, 0.5395, -0.5373], [-0.4331, 0.4371, -0.9291], [-1.2235, -0.3048, -0.1205], [-2.4905, -0.4702, -0.4697], [-3.0363, 0.1076, -1.6191], [-2.2441, 0.8728, -2.4384], [-0.8975, 1.0441, -2.0980], [2.9688, 7.2818, -10.1204], [3.9554, 6.2616, -9.0498], [3.0346, 7.6367, -8.3803], [-0.0492, 4.4575, -8.6033], [-0.4706, 3.1019, -6.5626], [3.0795, 4.7125, -4.8026], [3.5071, 6.0235, -6.8038], [2.9504, 2.8784, -3.5167], [3.9740, 1.8132, -1.4177], [4.5642, 0.5860, 0.6549], [2.7771, -0.6485, 1.8882], [-3.0809, -1.0988, 0.1799], [-4.0774, -0.0693, -1.8492], [-2.6279, 1.3337, -3.3389]], "forces_ev_per_angstrom": [[0.1, -0.7, 0.5], [0.0, 0.0, 0.0], [-0.1, -0.1, 0.0], [-0.1, 0.4, 0.1], [-0.1, 0.0, 0.0], [0.1, 0.0, 0.0], [0.0, 0.0, 0.0], [0.0, -0.1, 0.2], [0.0, 0.0, 0.0], [0.1, -0.1, 0.0], [0.1, 0.0, 0.0], [0.1, 0.0, 0.0], [0.0, 0.0, 0.0], [0.0, 0.0, 0.0], [0.0, 0.0, 0.0], [0.0, 0.0, 0.0], [0.0, 0.0, 0.0], [0.0, 0.0, 0.0], [0.0, 0.0, 0.0], [0.0, 0.0, 0.0], [0.0, 0.0, 0.0], [0.0, 0.0, 0.0], [0.0, 0.0, 0.0], [0.0, 0.0, 0.0], [0.0, 0.0, 0.0], [0.0, 0.0, 0.0], [0.0, 0.0, 0.0], [0.0, 0.0, 0.0], [0.0, 0.0, 0.0], [0.0, 0.0, 0.0], [-0.1, 0.1, 0.0], [0.0, 0.1, 0.1], [0.0, 0.0, 0.0], [0.0, 0.0, 0.0], [0.1, 0.0, 0.0], [0.0, 0.2, 0.2], [0.0, 0.0, 0.0], [-0.2, -0.1, -0.4], [0.0, 0.1, 0.0], [0.0, 0.0, 0.0], [0.1, 0.0, 0.0], [0.0, 0.0, 0.0], [0.0, 0.0, 0.0], [0.0, 0.0, 0.0], [0.0, 0.0, 0.0], [0.0, 0.0, 0.0], [0.0, 0.0, 0.0], [0.0, 0.0, 0.0], [0.0, 0.0, 0.0], [0.0, 0.0, 0.0], [0.0, 0.0, 0.0], [0.0, 0.0, 0.0], [0.0, 0.0, 0.0], [-0.1, 0.0, 0.0], [0.1, 0.0, 0.0], [0.0, 0.0, 0.0], [0.0, 0.0, 0.0], [0.0, 0.0, 0.0], [0.0, 0.0, 0.0], [-0.1, 0.0, 0.0], [0.3, 0.2, -0.3], [0.0, 0.0, 0.0], [0.0, 0.0, 0.0], [-0.2, 0.2, -0.6], [0.1, 0.0, 0.1], [0.0, 0.0, 0.0], [0.0, 0.0, 0.0], [0.0, 0.0, 0.0], [0.0, 0.0, 0.0], [0.0, 0.0, 0.0], [0.0, 0.0, 0.0], [0.0, 0.0, 0.0], [0.0, 0.0, 0.0], [0.0, 0.0, 0.0], [0.0, 0.0, 0.0], [0.0, 0.0, 0.0], [0.0, 0.0, 0.0], [0.0, 0.0, 0.0], [0.0, 0.0, 0.0], [0.0, 0.0, 0.0], [0.0, 0.0, 0.0], [0.0, 0.0, 0.0]], "mulliken_spin": [0.95, 0.00, -0.01, -0.03, -0.01, 0.02, 0.00, 0.01, 0.00, 0.01, 0.00, 0.00, 0.00, 0.00, 0.00, 0.00, 0.00, 0.00, 0.00, 0.00, 0.00, 0.00, 0.00, 0.00, 0.00, 0.00, 0.00, 0.00, 0.00, 0.00, 0.00, 0.01, 0.00, 0.00, 0.00, -0.01, 0.00, -0.07, 0.00, 0.00, 0.00, 0.00, 0.00, 0.00, 0.00, 0.00, 0.00, 0.00, 0.00, 0.00, 0.00, 0.00, 0.00, 0.00, 0.00, 0.00, -0.01, 0.02, 0.00, 0.04, 0.00, 0.02, -0.02, 0.03, 0.03, -0.01, 0.02, 0.00, 0.00, 0.00, 0.00, 0.00, 0.00, 0.00, 0.00, 0.00, 0.00, 0.00, 0.00, 0.01, 0.00, 0.00], "mol_weight_da": 723.5, "multiplicity": 2, "e_tot_ha": -3170.62114, "relative_energy_kcal_mol": 0.7, "s2": 0.75}

2.
{"formula": "C2H6FOP", "method": "wB97M-V/def2-TZVPD", "elements": ["C", "C", "O", "F", "P", "H", "H", "H", "H", "H", "H"], "xyz": [[-1.2325, 0.7053, -1.3213], [0.7668, -0.4751, 1.9012], [-0.1904, -0.2835, -1.0634], [1.8866, -1.5124, -0.8506], [1.3097, -0.0139, -0.5513], [-2.2423, 0.3515, -0.9793], [-1.5249, 0.9010, -2.3588], [-1.0114, 1.7717, -1.0198], [0.4621, -1.4086, 1.6709], [0.0129, 0.2882, 2.2781], [1.7635, -0.3243, 2.2944]], "forces_ev_per_angstrom": [[-0.8, 0.9, 0.0], [1.1, 4.8, -2.0], [-1.6, 0.7, -0.9], [-0.5, 1.1, 0.3], [-0.5, -1.0, 2.6], [1.4, 0.2, 0.7], [1.1, -0.8, -0.6], [0.0, -1.4, 0.6], [-1.0, -3.0, -0.3], [1.0, -1.2, -0.7], [-0.1, -0.3, 0.3]], "nbo_charge": [-0.27, -0.80, -0.84, -0.59, 1.33, 0.21, 0.19, 0.19, 0.18, 0.20, 0.20], "mol_weight_da": 96.0, "e_tot_ha": -596.20032, "relative_energy_kcal_mol": 77.9}